# 1
Molecular formula: C3H9N2O
Method: DFT, ωB97M-V/def2-TZVPD

Structure (XYZ):
```
15
Properties=species:S:1:pos:R:3:forces:R:3
O 0.236641 1.999860 0.130646 1.691 1.158 -0.843
C -0.809812 1.299872 0.057195 -1.589 -4.042 3.218
N -1.985020 1.529177 -0.673741 0.939 1.667 -2.102
C -0.534478 -0.205516 0.444187 -2.493 2.386 -0.774
N 0.726716 -0.472434 -0.265969 1.040 -0.681 1.125
C 1.615067 -1.517739 0.283138 1.491 0.682 0.052
H -1.902627 2.493413 -0.984933 -0.495 -0.169 -0.248
H -2.933443 1.297912 -0.451894 0.170 -0.185 0.913
H -1.379074 -0.724969 0.033531 -0.161 -0.990 -0.050
H -0.475415 -0.314600 1.539473 0.646 -0.326 -0.545
H 0.642599 -0.700882 -1.252779 -0.676 0.796 0.070
H 1.073086 0.558817 -0.054044 0.258 0.069 -0.988
H 1.137084 -2.379281 0.734974 -0.385 0.183 -0.034
H 2.282360 -1.833247 -0.513415 -0.117 -0.331 -0.209
H 2.306322 -1.030380 0.973628 -0.322 -0.217 0.414
```
Forces are in eV/Å.

Calculated values
Expectation value of S²   0.75
HOMO level (spin up / spin down)   -3.6 / -8.8 eV
DFT total energy   -304.3205 Eh
Spin multiplicity   2
Total charge   0
LUMO level (spin up / spin down)   0.590 / 0.505 eV

Results of the Mulliken charge analysis, in e, for atoms 1 through 8: number 1, O, carries -0.69; number 2, C, carries 0.03; number 3, N, carries -0.51; number 4, C, carries -0.55; number 5, N, carries -0.11; number 6, C, carries -0.95; number 7, H, carries 0.23; number 8, H, carries 0.22

***

# 2
Molecular formula: C5H9FO2
Method: DFT, ωB97M-V/def2-TZVPD

Structure (XYZ):
```
17
Properties=species:S:1:pos:R:3:forces:R:3
C -0.226986 -1.088642 -1.153505 -0.917 1.504 -1.393
C -0.188186 0.607252 -1.172217 -0.409 -3.537 0.265
C 1.037414 -0.681284 0.723694 -0.611 3.503 -2.989
C -1.524380 1.262388 -0.755408 0.999 0.885 -1.983
C 0.848096 -0.261460 2.124222 1.696 -0.555 0.476
O 0.090508 -1.425315 0.185659 -0.371 -0.291 0.350
O 0.854965 0.803965 -0.330658 1.244 -1.328 3.193
F 2.284705 -1.040064 0.399088 -0.116 -0.107 0.204
H -1.209688 -1.557179 -1.409890 0.769 0.465 0.424
H 0.531344 -1.482834 -1.840265 -0.024 0.179 0.161
H 0.203398 0.933337 -2.122955 -0.531 -0.081 -0.842
H -1.407731 2.333843 -1.095597 -0.812 -1.076 -0.105
H -1.480654 1.391608 0.278005 -0.293 -0.299 1.969
H -2.448285 0.734940 -1.089224 0.762 0.662 0.100
H 1.616830 0.515868 2.365460 -0.688 -0.666 -0.245
H 1.177205 -1.224158 2.664220 -1.194 1.526 0.023
H -0.158555 0.177734 2.229372 0.495 -0.786 0.392
```
Forces are in eV/Å.

Calculated values
HOMO level   -9.4 eV
DFT total energy   -446.1931 Eh
Spin multiplicity   1
Total charge   0
LUMO level   0.939 eV

Results of the Mulliken charge analysis, in e, for atoms 1 through 8: number 1, C, carries -0.51; number 2, C, carries 0.25; number 3, C, carries 0.85; number 4, C, carries -1.18; number 5, C, carries -0.97; number 6, O, carries -0.38; number 7, O, carries -0.59; number 8, F, carries -0.27

***

# 3
Molecular formula: C4H9NS
Method: DFT, ωB97M-V/def2-TZVPD

Structure (XYZ):
```
15
Properties=species:S:1:pos:R:3:forces:R:3
C -1.002368 -0.642920 -2.151219 0.081 2.402 1.724
C -0.178278 -1.367125 -1.146088 0.169 -1.175 1.699
N -0.230668 -1.214274 0.151377 1.391 -0.918 -2.681
C -1.184691 -0.285794 0.704685 1.863 1.393 -0.779
H -1.950883 -1.098261 -2.316738 -0.646 -0.804 -0.447
H -0.432818 -0.490797 -3.062480 -0.261 0.126 -0.146
H -1.307915 0.338085 -1.634782 0.629 -0.973 -1.335
H 0.457005 -2.192675 -1.633894 -0.507 1.184 1.366
H -0.983036 -0.040311 1.741582 -0.542 -0.924 0.361
H -1.124626 0.714330 0.262978 0.150 0.120 -0.414
H -2.088074 -0.667972 0.357994 -2.307 -0.414 0.665
C 2.493427 1.820280 2.348833 1.392 -2.211 -2.413
S 3.071647 2.095947 0.838391 -0.614 0.375 1.521
H 2.911164 0.919327 2.824356 0.071 0.748 0.415
H 1.550115 2.112159 2.715006 -0.870 1.070 0.465
```
Forces are in eV/Å.

Calculated values
HOMO level (spin up / spin down)   -8.9 / -8.9 eV
DFT total energy   -610.6443 Eh
SMILES string   C/C=N\C.C=S
Spin multiplicity   1
Total charge   0
LUMO level (spin up / spin down)   -0.583 / -0.583 eV

Results of the Mulliken charge analysis, in e, for atoms 1 through 8: number 1, C, carries -0.90; number 2, C, carries 0.28; number 3, N, carries -0.52; number 4, C, carries -0.99; number 5, H, carries 0.29; number 6, H, carries 0.31; number 7, H, carries 0.21; number 8, H, carries 0.29

***

# 4
Molecular formula: C3H3NO2
Method: DFT, ωB97M-V/def2-TZVPD

Structure (XYZ):
```
9
Properties=species:S:1:pos:R:3:forces:R:3
O -2.179823 -0.204794 0.027416 1.043 -2.776 -0.484
C -0.845743 -0.104454 -0.086762 -1.243 1.734 1.347
N -0.227635 1.049250 -0.007941 -0.909 -1.175 -0.858
C 1.077530 0.684208 -0.020771 0.638 -3.160 0.823
C 1.192308 -0.702236 0.071718 -0.590 0.898 -1.093
O -0.112470 -1.210289 -0.028592 -0.442 1.277 0.004
H -2.604807 0.625383 0.091165 -0.187 1.635 0.026
H 1.833968 1.399747 0.018371 1.151 0.847 -0.014
H 1.866671 -1.536814 -0.064608 0.540 0.720 0.251
```
Forces are in eV/Å.

Calculated values
HOMO level   -8.8 eV
DFT total energy   -321.3264 Eh
SMILES string   Oc1ncco1
Spin multiplicity   1
Total charge   0
LUMO level   0.793 eV

Results of the Mulliken charge analysis, in e, for atoms 1 through 8: number 1, O, carries -0.47; number 2, C, carries 0.66; number 3, N, carries -0.54; number 4, C, carries -0.34; number 5, C, carries -0.15; number 6, O, carries -0.28; number 7, H, carries 0.34; number 8, H, carries 0.42

***

# 5
Molecular formula: C23H47BI2N2O2
Method: DFT, ωB97M-V/def2-TZVPD

Structure (XYZ):
```
77
Properties=species:S:1:pos:R:3:forces:R:3
C 0.066965 -3.728140 1.199083 0.232 0.461 -0.382
C 0.370514 -3.527160 -0.295884 0.147 -0.255 0.523
C -0.794531 -3.905062 -1.198449 -0.084 0.308 -0.030
C -0.879593 -3.066779 -2.483070 0.193 -0.425 0.673
N -1.013751 -1.652955 -2.181646 -0.207 0.158 -0.027
B -1.823475 -0.876905 -3.254988 0.007 -0.227 -0.598
C -3.405130 -1.340779 -3.373324 0.623 -0.122 0.217
C -4.065617 -1.841268 -2.080676 -0.775 0.342 -0.678
C -5.203869 -2.853531 -2.327669 0.048 -0.210 0.022
C -5.005611 -4.099689 -1.483158 0.250 0.161 -0.096
O -6.140849 -4.990358 -1.558141 -0.613 0.403 -0.323
C -7.193902 -4.623869 -0.812483 0.109 0.241 1.517
O -7.139177 -4.282241 0.349484 0.100 -0.076 -1.065
C -1.719094 0.754646 -3.016849 0.215 0.637 0.317
I -1.336884 1.880008 -4.788169 -0.117 -0.231 0.310
C -1.843687 1.386442 -1.846981 0.108 -0.300 -0.364
C -2.109132 0.653774 -0.551472 0.196 0.627 0.373
I -1.683616 3.509729 -1.560248 0.140 -0.128 0.066
H -0.400455 -2.826746 1.593625 -0.240 -0.007 0.090
H 0.997001 -3.865508 1.747290 -0.007 -0.198 0.225
H -0.610225 -4.559581 1.366060 0.053 -0.216 0.108
H 1.259568 -4.111887 -0.537382 0.033 -0.071 -0.233
H 0.643860 -2.481696 -0.427217 -0.048 0.151 -0.201
H -0.746949 -4.970882 -1.431029 0.002 -0.109 -0.060
H -1.721243 -3.746622 -0.643656 -0.120 0.045 0.046
H -1.741871 -3.431424 -3.038376 -0.081 0.129 -0.237
H 0.015674 -3.287721 -3.075958 -0.015 0.032 -0.307
H -0.079372 -1.264922 -2.180269 0.094 0.119 0.052
H -1.314826 -1.094421 -4.359491 -0.007 0.154 -0.027
H -3.984308 -0.519824 -3.799691 -0.155 0.043 -0.040
H -3.445453 -2.131326 -4.125479 -0.028 -0.170 -0.019
H -4.544920 -0.980390 -1.614683 0.211 0.059 0.400
H -3.332218 -2.242116 -1.384595 0.158 -0.055 0.057
H -5.230129 -3.157863 -3.372574 0.042 0.020 -0.145
H -6.175400 -2.400240 -2.128881 -0.101 -0.016 0.190
H -4.792258 -3.827979 -0.453677 -0.065 -0.175 0.197
H -4.178586 -4.666030 -1.899242 0.161 -0.138 0.175
H -8.159830 -4.657084 -1.328326 0.102 -0.391 -0.296
H -1.309175 -0.054678 -0.364374 -0.268 -0.452 -0.134
H -2.124684 1.349494 0.287385 -0.118 0.085 0.023
H -3.060897 0.138277 -0.556375 -0.066 -0.215 -0.121
C 2.717826 1.595727 4.811520 0.045 -0.112 -0.032
C 2.752032 0.542482 3.707568 -0.153 0.115 0.016
C 3.686340 0.870440 2.533581 -0.020 -0.233 0.109
C 3.759242 2.305427 2.020382 0.118 -0.192 0.038
N 2.624580 2.866973 1.192258 -0.154 0.297 -0.140
C 2.797874 2.571727 -0.279898 -0.061 -0.137 -0.101
C 2.261345 1.162853 -0.474210 0.061 -0.139 -0.008
C 1.174630 1.002199 0.602817 -0.090 -0.224 -0.070
C 1.275536 2.246083 1.475797 -0.267 -0.014 -0.022
C 2.509454 4.356685 1.419148 0.048 0.125 -0.093
C 3.649642 5.228597 0.912296 0.283 0.019 0.157
C 4.960911 5.224394 1.704015 -0.044 -0.040 -0.094
H 2.369631 2.566928 4.451307 -0.003 0.013 0.023
H 2.037566 1.286959 5.603602 0.011 0.006 0.031
H 3.704768 1.733304 5.257624 0.009 0.063 -0.015
H 1.736851 0.348020 3.358743 0.018 -0.012 -0.019
H 3.088217 -0.402599 4.136242 0.023 -0.021 -0.033
H 3.524794 0.163345 1.720405 -0.015 0.033 -0.009
H 4.704338 0.667576 2.879458 0.054 0.106 -0.048
H 4.641798 2.388771 1.391529 0.015 0.060 -0.005
H 3.899652 2.980472 2.860626 -0.079 0.025 0.019
H 2.182718 3.296636 -0.813132 -0.020 0.006 -0.003
H 3.839340 2.694925 -0.562453 0.014 0.086 0.026
H 3.050990 0.423415 -0.344579 0.033 0.028 -0.011
H 1.871131 1.031266 -1.481217 -0.062 0.081 -0.011
H 1.308127 0.078034 1.163079 0.032 0.029 0.046
H 0.183679 0.955220 0.156861 0.145 0.089 0.048
H 1.147718 2.101555 2.542984 0.110 -0.016 0.014
H 0.532003 2.971145 1.147481 0.030 0.040 -0.037
H 2.348734 4.495701 2.489086 0.013 -0.015 0.025
H 1.598998 4.655337 0.902331 -0.028 -0.041 -0.010
H 3.257394 6.246918 0.939932 -0.112 -0.027 -0.034
H 3.848748 5.019508 -0.139774 -0.063 0.018 -0.028
H 4.779361 5.260694 2.779536 0.008 0.004 0.012
H 5.549594 6.101668 1.440782 -0.009 0.019 0.002
H 5.581565 4.356926 1.485829 -0.003 -0.028 0.059
```
Forces are in eV/Å.

Calculated values
HOMO level   -6.5 eV
DFT total energy   -1784.6894 Eh
Spin multiplicity   1
Total charge   0
LUMO level   -0.391 eV

Results of the Mulliken charge analysis, in e, for atoms 1 through 8: number 1, C, carries -1.38; number 2, C, carries 0.34; number 3, C, carries -0.45; number 4, C, carries -1.02; number 5, N, carries -0.06; number 6, B, carries 0.78; number 7, C, carries -1.36; number 8, C, carries 0.12

***

# 6
Molecular formula: C17H19N5O3S2
Method: DFT, ωB97M-V/def2-TZVPD

Structure (XYZ):
```
46
Properties=species:S:1:pos:R:3:forces:R:3
C -1.175583 -3.800828 0.375437 -0.275 -0.485 0.305
N -0.487504 -2.802133 -0.391917 0.517 0.627 -0.387
C -0.964112 -1.875085 -1.275493 0.045 -0.170 -0.054
C -2.399348 -1.639249 -1.589018 0.063 -0.100 -0.027
N -3.002753 -0.781888 -0.583615 0.032 -0.192 -0.300
C -3.849652 -1.306477 0.345070 -0.270 0.247 0.369
O -4.179938 -2.463840 0.421164 -0.173 -0.405 0.024
S -4.398604 -0.017771 1.445577 0.091 0.015 -0.081
C -3.402332 1.158093 0.611845 -0.034 -0.193 -0.001
C -3.250003 2.500642 0.903890 -0.006 -0.209 -0.055
C -2.395936 3.250536 0.114021 0.074 0.123 -0.014
C -1.711875 2.666550 -0.943752 -0.079 0.064 0.027
C -1.863390 1.322734 -1.241543 -0.131 -0.144 -0.066
C -2.717289 0.565665 -0.453607 -0.027 0.626 0.222
N 0.019480 -1.155759 -1.744475 -0.879 0.386 -0.569
N 1.160994 -1.589824 -1.197569 0.751 -0.506 0.245
C 0.854630 -2.568472 -0.385559 -0.063 -0.147 -0.032
S 1.968574 -3.392257 0.660763 0.322 -0.255 0.118
C 3.064656 -1.961233 0.949219 -0.361 -0.232 -0.185
C 2.156671 -0.781549 1.278407 0.246 0.112 0.135
O 1.297243 -0.908472 2.132482 -0.135 -0.164 0.216
N 2.319491 0.372709 0.602292 0.115 0.415 0.105
C 3.213450 0.655781 -0.500287 0.178 0.273 -0.141
C 3.778148 2.074150 -0.337815 0.147 -0.346 -0.076
O 2.764343 3.041889 -0.236008 -0.005 0.147 -0.160
C 1.929660 2.768881 0.866259 -0.293 -0.246 0.112
C 1.288841 1.390065 0.737653 -0.053 0.333 0.228
H -2.234092 -3.558158 0.452811 0.075 -0.002 -0.007
H -0.736154 -3.836743 1.373251 -0.067 0.032 -0.030
H -1.061267 -4.780683 -0.092987 -0.045 0.026 0.040
H -2.961281 -2.577067 -1.596466 0.009 0.203 -0.052
H -2.473439 -1.153253 -2.564820 0.017 -0.108 0.083
H -3.785845 2.940731 1.729058 -0.052 0.098 0.099
H -2.261309 4.299789 0.325848 0.018 0.111 0.016
H -1.045924 3.266441 -1.544656 0.075 0.056 -0.068
H -1.312339 0.866015 -2.047792 0.079 -0.003 -0.056
H 3.668166 -2.225420 1.817112 -0.001 0.052 -0.030
H 3.683765 -1.838549 0.067438 0.031 0.068 0.125
H 2.650405 0.579034 -1.437895 0.112 -0.034 0.025
H 4.047104 -0.041722 -0.525576 -0.046 0.009 -0.040
H 4.416617 2.107488 0.559894 -0.023 -0.003 -0.085
H 4.372669 2.342592 -1.212491 0.022 -0.076 0.065
H 2.511775 2.822686 1.799053 -0.063 0.009 -0.049
H 1.161763 3.543530 0.873140 0.016 -0.049 0.066
H 0.653116 1.363702 -0.155617 0.024 -0.021 0.074
H 0.688422 1.156725 1.617252 0.024 0.056 -0.137
```
Forces are in eV/Å.

Calculated values
HOMO level   -8.6 eV
DFT total energy   -1955.1272 Eh
SMILES string   Cn1c(Cn2c(=O)sc3ccccc32)nnc1SCC(=O)N1CCOCC1
Spin multiplicity   1
Total charge   0
LUMO level   0.633 eV

Results of the Mulliken charge analysis, in e, for atoms 1 through 8: number 1, C, carries -0.92; number 2, N, carries 0.22; number 3, C, carries 0.99; number 4, C, carries -1.74; number 5, N, carries 0.26; number 6, C, carries 0.63; number 7, O, carries -0.62; number 8, S, carries -0.27